Record 1
49
Properties=species:S:1:pos:R:3:forces:R:3 method="wB97M-V/def2-TZVPD" mol_weight_da=501.85 total_energy_ha=-2119.2235 lumo_ev="-5.5 / -5.5" total_charge=+1 multiplicity=6 de_lowest_kcal_mol=36.3 homo_energy_ev="-9.803 / -10.096" homo_lumo_gap_ev="4.27 / 4.58"
O -1.774698 -2.408435 -1.406231 2.001 -0.756 1.990
H -2.728557 -2.519666 -1.287178 -0.146 0.000 0.667
Dy -0.715262 -0.640816 -0.646594 -2.357 6.007 0.141
N -0.583992 0.182372 1.740640 -1.481 0.945 0.150
N -2.758897 -0.193832 0.493474 1.671 0.862 1.472
N 1.665605 -0.382471 -0.294463 3.368 -0.681 -1.176
N 0.651312 -1.699005 -2.269278 2.432 -1.265 -0.561
O 0.500754 0.148443 2.488282 1.022 -0.066 -0.103
O 2.230827 0.379409 0.695265 -0.382 -0.660 -0.884
O 0.195383 -2.637223 -3.203154 -0.217 0.629 0.493
O -3.104627 0.219493 -0.688692 -0.428 -0.303 -1.274
C -2.844512 0.717678 1.518169 0.098 -1.436 -0.921
C -1.659366 0.826266 2.283064 0.813 -1.133 -0.828
C 2.555285 -0.846767 -1.196696 -1.341 1.925 2.623
C 1.976563 -1.577737 -2.289655 -3.431 -1.107 -1.194
C -1.588695 1.677909 3.501663 0.154 -0.142 0.450
H -1.569559 2.747136 3.232028 -0.015 -0.315 0.065
H -0.686830 1.441085 4.075485 -0.243 0.116 -0.129
H -2.475442 1.503401 4.127621 0.281 0.128 -0.139
C -4.049381 1.555457 1.690223 -0.302 0.534 -0.327
H -4.797679 1.252135 0.948821 0.154 0.164 0.197
H -3.824328 2.622880 1.541297 -0.172 -0.200 0.087
H -4.474132 1.434558 2.695510 0.137 0.051 -0.183
C 4.026619 -0.627779 -1.104555 0.142 0.175 0.113
C 2.715777 -2.233140 -3.394003 0.906 0.045 -0.091
H 4.272796 -0.075965 -0.196974 -0.068 -0.114 -0.166
H 4.387453 -0.059222 -1.971151 -0.082 -0.104 0.127
H 4.564185 -1.584424 -1.094508 -0.164 0.130 -0.048
H 2.286347 -1.941697 -4.358359 -0.036 -0.107 0.211
H 2.657571 -3.326526 -3.325007 -0.123 0.207 0.030
H 3.770016 -1.947772 -3.388254 -0.148 -0.071 0.013
H 1.555567 0.289972 1.490748 -0.391 0.049 0.544
H -0.711383 -2.849513 -2.874597 0.568 0.271 -0.260
C -0.743928 -2.692748 0.296404 -1.736 -4.101 0.003
H -1.275246 -2.248517 1.140053 -0.366 0.597 -0.381
H 0.345065 -2.532829 0.257715 -0.242 0.277 -0.829
H -0.962459 -3.741016 0.220215 0.100 -0.352 0.186
O 0.510702 -2.315849 3.904576 0.509 0.307 -0.528
H 1.408056 -2.602370 4.135409 -0.407 0.073 0.005
H 0.641410 -1.448164 3.452456 -0.195 -0.323 0.350
C 0.342211 3.134275 -0.158140 0.054 0.053 0.209
C -0.145306 2.605788 -1.471173 -0.267 0.070 -0.661
N -0.195680 3.502940 -2.465224 -0.171 -0.854 0.042
O -0.502935 1.417859 -1.686215 0.539 0.597 0.458
H 0.746774 4.144822 -0.279911 -0.067 -0.243 0.091
H 1.120725 2.482635 0.247281 -0.151 0.027 -0.012
H -0.486445 3.182450 0.559955 0.130 -0.163 -0.168
H -0.537028 3.206731 -3.372605 0.059 0.167 0.207
H 0.069363 4.457789 -2.313733 -0.006 0.088 -0.062

Record 2
9
Properties=species:S:1:pos:R:3:forces:R:3 method="wB97M-V/def2-TZVPD" mol_weight_da=48.07 total_energy_ha=-171.3564 lumo_ev=-3.9 total_charge=+1 de_lowest_kcal_mol=44.3 homo_energy_ev=-15.980 homo_lumo_gap_ev=12.07
C 0.538851 0.093642 -0.433798 4.108 -2.013 -3.063
N -0.358559 0.149925 0.717137 -0.151 2.934 0.507
O -0.140230 0.628130 -1.502448 0.625 0.325 -2.025
H 1.551872 0.631379 -0.316481 -1.493 -1.175 0.446
H 0.672419 -1.206440 -0.758795 -0.068 3.797 1.820
H -0.634216 0.888112 1.428061 1.322 0.357 -1.552
H -1.151700 0.039952 0.165614 -3.053 -1.276 -0.408
H -0.065188 -0.562998 1.276501 0.136 -3.279 1.947
H 0.403397 0.513988 -2.371970 -1.426 0.330 2.327

Record 3
16
Properties=species:S:1:pos:R:3:forces:R:3 method="wB97M-V/def2-TZVPD" mol_weight_da=86.13 total_energy_ha=-271.7070 lumo_ev=1.0 de_lowest_kcal_mol=28.6 homo_energy_ev=-10.070 homo_lumo_gap_ev=11.08 smiles=CC[C@@]1(C)CO1
C -0.025551 1.854291 0.365530 0.087 -0.010 0.046
C -0.812643 0.734634 -0.313358 -0.134 -0.051 -0.212
C -0.172568 -0.629840 -0.110665 0.241 0.391 0.120
C 0.796959 -1.114974 -1.173711 0.111 -0.042 -0.044
C -0.045230 -1.109040 1.269426 0.245 -0.020 0.284
O -1.024897 -1.649865 0.400283 -0.379 -0.199 -0.070
H 1.040859 1.778641 0.130256 -0.081 0.058 -0.002
H -0.131442 1.780098 1.451349 0.080 0.053 -0.092
H -0.368468 2.848732 0.063039 0.000 -0.179 0.004
H -0.889093 0.928971 -1.387737 -0.057 0.004 0.060
H -1.833071 0.696361 0.078699 0.086 -0.008 -0.008
H 0.351783 -1.970180 -1.685514 0.001 0.053 -0.019
H 1.010243 -0.349725 -1.922935 -0.057 0.021 0.113
H 1.752789 -1.442069 -0.757520 -0.111 0.015 0.039
H -0.420831 -0.516149 2.106336 -0.007 -0.087 -0.217
H 0.769951 -1.782600 1.520898 -0.026 0.000 -0.002

Record 4
15
Properties=species:S:1:pos:R:3:forces:R:3 method="wB97M-V/def2-TZVPD" mol_weight_da=157.53 total_energy_ha=-281.4940 lumo_ev="-3.6 / -7.6" total_charge=+1 multiplicity=5 de_lowest_kcal_mol=0.0 homo_energy_ev="-9.673 / -16.093" homo_lumo_gap_ev="6.09 / 8.50"
C -1.388780 -1.284121 -1.207093 -3.038 -2.296 -3.236
Pd -0.176521 -0.342659 0.271992 3.488 -1.247 1.228
N 1.090703 0.681749 -1.114877 0.295 1.121 -0.750
H -1.476031 -0.653826 1.251214 -1.126 -0.302 1.332
H -1.563625 0.403238 0.531977 -1.463 1.664 0.159
H -2.348219 -1.450861 -0.667011 0.869 0.208 -0.474
H -0.814573 -2.198297 -1.431459 -0.057 0.427 0.326
H -1.411437 -0.531341 -2.018687 0.004 -0.258 0.642
H 2.049764 0.366639 -0.921062 -0.406 0.456 -0.394
H 0.982394 1.704907 -1.006706 0.440 -0.796 -0.371
H 0.801141 0.397138 -2.061585 0.462 0.373 0.493
N 0.877214 0.563670 1.834646 1.871 1.414 2.224
H 1.879358 0.319535 1.929541 -0.533 -0.254 -0.423
H 0.570515 0.437466 2.805843 -0.531 -0.474 -0.349
H 0.928102 1.586767 1.803265 -0.276 -0.036 -0.407

Record 5
33
Properties=species:S:1:pos:R:3:forces:R:3 method="wB97M-V/def2-TZVPD" mol_weight_da=198.17 total_energy_ha=-840.4414 lumo_ev="-3.4 / -11.1" total_charge=+1 multiplicity=2 de_lowest_kcal_mol=20.2 homo_energy_ev="-13.786 / -13.785" homo_lumo_gap_ev="10.40 / 2.69"
O 0.944096 -1.606357 -0.974204 1.090 -0.092 0.547
H 1.500752 -2.192263 -1.487117 0.162 -0.429 -0.194
H 0.121942 -1.567603 -1.462853 -1.756 0.149 -0.726
O -2.585035 1.101256 -1.523862 -0.376 0.400 0.432
H -1.783648 1.623825 -1.554281 0.796 0.458 -0.321
H -3.286297 1.743472 -1.414175 -0.404 -0.028 -0.177
O -0.606612 -3.301574 1.310692 -0.611 0.272 0.052
H -0.370073 -4.017589 0.721115 0.007 -0.275 -0.148
H 0.210470 -2.821404 1.445008 0.263 -0.199 0.314
O 3.042345 1.021908 1.167868 1.709 0.929 0.515
H 3.182963 0.220762 0.663262 0.471 -1.309 -0.939
H 2.093221 1.070047 1.282176 -2.704 0.093 0.155
O 2.120900 -2.637717 1.265090 0.459 0.413 0.561
H 1.701148 -2.183196 0.534712 -0.310 0.217 -0.554
H 2.846375 -3.116765 0.864552 0.313 -0.390 0.093
O -1.320298 3.264132 3.778838 0.280 0.019 0.087
H -2.175283 3.403504 4.186018 -0.176 0.122 0.206
H -1.521380 2.896028 2.918435 -0.096 -0.164 -0.270
O 2.620361 0.127116 -2.156111 0.553 0.694 0.171
H 1.941458 -0.326382 -1.656456 -0.545 -0.275 0.128
H 2.731670 -0.402701 -2.945501 0.236 -0.021 -0.351
O -2.245608 1.279542 1.599918 0.379 0.206 -0.007
H -2.909787 1.713460 1.064366 -0.123 0.051 -0.326
H -2.743864 0.829389 2.282054 -0.034 -0.297 0.342
O 0.354813 0.576168 0.690692 1.282 0.134 0.095
H 0.140586 -0.266124 0.289571 0.025 -0.536 -0.112
H -0.485072 0.914857 1.000727 -1.006 0.459 0.564
O 0.241449 2.018894 -1.721183 -0.483 0.271 -0.035
H 0.921587 1.883843 -2.381032 0.198 -0.035 -0.383
H 0.529812 1.500746 -0.969778 0.084 -0.087 0.393
O -1.417707 -1.087891 -2.128671 0.906 -1.007 -0.122
H -1.924781 -1.346563 -2.898212 -0.013 -0.192 -0.192
H -1.870504 -0.314821 -1.791660 -0.577 0.451 0.201

Record 6
19
Properties=species:S:1:pos:R:3:forces:R:3 method="wB97M-V/def2-TZVPD" mol_weight_da=115.16 total_energy_ha=-381.3811 lumo_ev="-5.0 / -4.5" total_charge=+1 de_lowest_kcal_mol=177.5 homo_energy_ev="-12.167 / -13.019" homo_lumo_gap_ev="7.21 / 8.51"
C -1.944156 -1.039632 0.374451 -0.920 -1.633 0.464
C -1.969397 0.266159 0.109497 -1.985 1.157 -0.079
C 0.678806 -0.028455 0.113708 1.797 0.463 2.085
C -3.163714 1.028221 -0.285891 -1.514 0.693 0.180
C 3.328652 -0.172678 0.365731 0.287 -1.178 -0.844
N -0.893006 -1.778769 0.140633 1.561 -2.879 0.114
N 2.102258 0.132586 -0.458704 -1.180 -0.447 -0.774
O 0.347552 -1.302193 -0.163374 -0.836 0.883 0.163
H -2.812640 -1.723355 0.615609 0.886 1.173 -0.367
H -1.018047 0.684874 -0.056045 0.710 1.186 0.008
H 0.610848 0.279449 1.277705 0.108 -0.497 -2.744
H -2.950527 1.329561 -1.348720 -0.658 -0.189 0.767
H -3.192358 2.007669 0.302486 -0.215 -1.216 -0.770
H -4.193725 0.450054 -0.190512 2.311 1.236 -0.261
H 4.147931 -0.242877 -0.416229 -0.635 0.258 1.324
H 3.487307 0.662713 1.103501 -0.172 -1.233 -0.679
H 3.145812 -1.219876 0.756923 0.484 1.505 0.086
H 2.058099 -0.369551 -1.370264 0.258 -0.658 0.948
H 2.230310 1.036093 -0.870507 -0.290 1.375 0.379